DFT (ωB97M-V/def2-TZVPD) results for C5H10NOS as an isolated structure at a distorted geometry.

Geometry as ORCA input:
```
! wB97M-V def2-TZVPD RIJCOSX def2/J DEFGRID3
* xyz 1 3
C -1.31 -0.11 -0.66
C -1.16 -1.53 -0.26
C 0.13 -1.61 0.66
C 0.92 -0.31 0.40
C 0.49 1.82 -0.77
N -0.04 0.65 -0.13
O -2.15 0.39 -1.32
S -0.92 1.58 1.80
H -2.01 -1.85 0.39
H -1.25 -2.08 -1.28
H -0.15 -1.78 1.69
H 0.70 -2.54 0.37
H 1.52 0.07 1.21
H 1.60 -0.51 -0.43
H 0.91 2.52 -0.13
H 1.38 1.64 -1.50
H -0.34 2.20 -1.20
H -0.60 2.76 1.54
*
```

For the HOMO-LUMO gap (spin up / spin down), the calculation gives 10.75 / 6.98 eV. As for the expectation value of S²: 2.0079. For the energy above the lowest of the compared OMol25 structures with the same formula, charge and spin, the calculation gives 0.0 kcal per mole. The HOMO energy (spin up / spin down) is -13.93 / -14.96 eV.